[1]
{
  "formula": "C17H13ClLaN2O6",
  "method": "the ωB97M-V functional and the def2-TZVPD basis",
  "elements": ["C", "C", "C", "H", "C", "C", "H", "H", "H", "H", "La", "Cl", "C", "C", "C", "H", "C", "C", "H", "H", "H", "H", "O", "C", "O", "C", "C", "C", "C", "C", "C", "N", "O", "O", "N", "O", "O", "H", "H", "H"],
  "xyz": [[2.0228, -2.4038, -0.5933], [2.0655, -2.2999, -2.0189], [0.7326, -2.3533, -2.5107], [2.9719, -2.2897, -2.6303], [-0.1507, -2.4983, -1.4057], [0.6434, -2.5744, -0.2158], [0.2582, -2.8473, 0.7659], [2.8857, -2.3539, 0.0736], [0.4501, -2.3933, -3.5667], [-1.2405, -2.5700, -1.4504], [0.9639, -0.0098, -0.7017], [2.8073, 1.6717, -0.2213], [1.2520, 2.5469, -5.9818], [0.0210, 1.9067, -6.3265], [0.3320, 0.6729, -6.9782], [-0.9758, 2.2962, -6.1430], [1.7551, 0.5510, -7.0376], [2.3238, 1.7093, -6.4223], [3.3842, 1.9217, -6.3232], [1.3554, 3.5093, -5.4902], [-0.3856, -0.0398, -7.3744], [2.3066, -0.2702, -7.4865], [0.8080, -0.5321, 1.6886], [-0.3593, 0.0133, 1.8196], [-0.9525, 0.4688, 0.7481], [-0.9562, 0.1376, 3.1855], [-1.9623, 1.0960, 3.3488], [-2.4568, 1.4000, 4.6334], [-1.9705, 0.6969, 5.7475], [-1.0095, -0.3172, 5.5762], [-0.5084, -0.6244, 4.2846], [-0.4822, -1.0210, 6.7124], [-0.8888, -0.7247, 7.8564], [0.3720, -1.9096, 6.4944], [-3.4030, 2.4637, 4.8036], [-3.8180, 3.0853, 3.8023], [-3.7609, 2.7277, 5.9734], [-2.3327, 1.6181, 2.4721], [-2.3365, 0.9472, 6.7379], [0.2387, -1.4079, 4.1542]],
  "forces_ev_per_angstrom": [[-0.55, -0.74, -0.33], [-0.25, -0.11, 0.38], [0.13, 0.10, 0.16], [-0.42, 0.28, 0.26], [0.66, -0.41, 0.47], [0.04, -0.85, -0.77], [0.24, 0.42, -0.27], [-0.32, -0.21, -0.17], [0.11, 0.34, 0.46], [0.46, -0.06, 0.00], [-0.79, 0.10, -1.41], [1.09, 0.92, 0.29], [-0.04, -0.88, -0.40], [0.85, -0.42, -0.12], [0.66, 0.61, 0.37], [0.08, -0.02, -0.02], [-0.51, 0.77, 0.42], [-0.97, -0.23, -0.09], [-0.11, -0.02, 0.01], [-0.01, -0.08, -0.05], [0.06, 0.08, 0.04], [-0.05, 0.09, 0.05], [-2.16, 1.03, 1.21], [1.71, -0.61, -2.46], [0.22, -0.48, 2.51], [-0.59, 0.04, 0.60], [-0.14, 0.19, 0.59], [1.70, -1.72, -0.65], [0.06, -0.03, -0.03], [-0.63, 1.00, -2.16], [-0.19, 0.65, 0.32], [1.13, -1.68, 2.30], [0.62, -0.37, -2.30], [-1.68, 1.75, 0.37], [-2.09, 2.29, 0.65], [1.00, -1.46, 1.83], [0.67, -0.55, -2.13], [0.08, 0.02, 0.17], [0.11, -0.08, -0.14], [-0.18, 0.34, 0.04]],
  "max_force_ha_per_bohr": 0.06156,
  "orbital_gap_ev": 2.41,
  "charge": -1,
  "de_lowest_kj_mol": 0.0,
  "e_tot_ev": -46484.8942
}

=====

[2]
{
  "formula": "C17H13ClN2OS",
  "method": "the ωB97M-V functional and the def2-TZVPD basis",
  "elements": ["Cl", "C", "C", "C", "C", "C", "C", "C", "S", "C", "N", "N", "C", "C", "C", "C", "C", "C", "C", "C", "C", "O", "H", "H", "H", "H", "H", "H", "H", "H", "H", "H", "H", "H", "H"],
  "xyz": [[0.3726, 2.3640, 3.5788], [1.1119, 3.6687, 2.6583], [1.7792, 4.6688, 3.3833], [2.5445, 5.6409, 2.7249], [2.5964, 5.6601, 1.3129], [1.9175, 4.6781, 0.5731], [1.1722, 3.6829, 1.2585], [0.5212, 2.6058, 0.4458], [-1.0853, 3.2724, -0.1464], [-1.7149, 1.8311, -0.9535], [-2.6431, 1.8528, -1.8547], [-2.8415, 0.5769, -2.2655], [-1.9610, -0.1340, -1.6287], [-1.8701, -1.5808, -1.7606], [-1.0032, -2.3073, -0.9594], [-0.8100, -3.7518, -0.9834], [-1.6454, -4.6020, -1.7377], [-1.3926, -5.9927, -1.8298], [-0.3401, -6.5808, -1.1410], [0.4834, -5.7229, -0.3500], [0.2397, -4.3378, -0.2401], [-1.2130, 0.5945, -0.7987], [1.6856, 4.7161, 4.4696], [3.0835, 6.4114, 3.2648], [3.2159, 6.3790, 0.7929], [1.9154, 4.6391, -0.5114], [1.1186, 2.2837, -0.4058], [0.4154, 1.7120, 1.0517], [-2.5403, -2.0617, -2.4787], [-0.4589, -1.7484, -0.2081], [-2.5330, -4.1882, -2.1955], [-2.0900, -6.6169, -2.4157], [-0.2475, -7.6710, -1.2456], [1.3341, -6.2000, 0.1823], [0.8829, -3.7420, 0.4136]],
  "forces_ev_per_angstrom": [[0.02, 0.51, -0.49], [0.80, 0.67, 0.01], [0.11, 0.39, -0.09], [-0.61, -0.37, -1.02], [-0.21, -0.92, 0.17], [-0.37, 0.02, 1.63], [0.50, 0.02, -0.34], [-0.11, -0.26, -0.03], [0.09, -1.05, 0.07], [-0.12, 1.12, -0.83], [-0.18, 1.33, 0.61], [0.47, -0.65, 0.03], [-1.43, -1.33, -1.18], [1.90, -1.25, 1.78], [-1.86, 1.39, -1.22], [-0.01, -0.94, -0.01], [0.67, -0.75, 0.41], [-0.84, 0.85, -0.04], [0.15, 1.12, 0.21], [-0.04, -0.85, -0.07], [-0.04, -1.08, -0.54], [0.77, -0.13, 1.00], [0.11, -0.24, -0.33], [-0.13, -0.18, 0.15], [-0.09, 0.11, 0.08], [0.16, 0.13, 0.12], [0.08, 0.40, -0.13], [-0.50, 0.00, 0.11], [0.36, 0.45, 0.16], [0.25, -0.02, -0.07], [0.08, -0.05, -0.23], [0.48, 0.40, 0.34], [0.47, 0.64, 0.37], [-0.69, 0.61, -0.27], [-0.23, -0.08, -0.34]],
  "smiles": "Clc1ccccc1CSc1nnc(/C=C/c2ccccc2)o1",
  "max_force_ha_per_bohr": 0.05612,
  "orbital_gap_ev": 7.95,
  "charge": 0,
  "de_lowest_kj_mol": 226.1,
  "e_tot_ev": -46223.9601
}

=====

[3]
{
  "formula": "C17H13F2S",
  "method": "the ωB97M-V functional and the def2-TZVPD basis",
  "elements": ["F", "C", "C", "C", "C", "C", "C", "C", "C", "C", "F", "C", "C", "C", "C", "H", "H", "H", "H", "H", "H", "H", "H", "H", "C", "C", "C", "C", "S", "H", "H", "H", "H"],
  "xyz": [[2.7781, -4.5272, 2.5573], [1.7146, -3.7271, 2.2618], [1.1024, -3.0308, 3.3002], [-0.0127, -2.2706, 2.9926], [-0.5726, -2.2250, 1.6769], [-1.7945, -1.5039, 1.5248], [-2.4556, -0.9948, 0.3673], [-3.4533, 0.0076, 0.5853], [-4.2350, 0.5151, -0.4361], [-3.9931, 0.0492, -1.7258], [-4.8002, 0.4858, -2.7339], [-2.9884, -0.8613, -2.0267], [-2.2078, -1.3558, -0.9845], [0.1603, -2.8844, 0.6529], [1.2791, -3.6623, 0.9440], [1.4807, -3.0926, 4.3158], [-0.4847, -1.6692, 3.7722], [-2.1420, -1.0464, 2.4526], [-3.5815, 0.3883, 1.6010], [-5.0197, 1.2397, -0.2408], [-2.8215, -1.1876, -3.0513], [-1.3935, -2.0202, -1.2364], [-0.1263, -2.7830, -0.3835], [1.7958, -4.2102, 0.1593], [-5.4365, -4.3788, 2.8551], [-4.2949, -4.9065, 3.4441], [-3.1169, -4.7006, 2.6669], [-3.3550, -3.9637, 1.5103], [-5.0313, -3.6433, 1.3531], [-6.4513, -4.4279, 3.2376], [-4.3048, -5.4496, 4.3943], [-2.1437, -5.1089, 2.9313], [-2.6870, -3.7979, 0.6851]],
  "forces_ev_per_angstrom": [[-1.28, 1.05, -0.41], [0.87, -0.94, 0.56], [-0.23, 0.29, -0.16], [-0.30, -0.11, -0.05], [0.42, -0.14, 0.33], [1.12, 1.16, -0.58], [-0.36, 0.36, -0.17], [0.00, -0.28, 0.22], [0.29, -0.08, 0.18], [-1.14, 0.39, -0.78], [1.09, -0.50, 1.23], [0.63, -0.37, 0.43], [-0.35, 0.13, -0.36], [0.36, -0.35, 0.22], [-0.58, 0.47, -0.37], [0.04, 0.02, -0.22], [0.04, -0.36, -0.12], [-0.17, -0.36, -0.09], [-0.17, -0.21, -0.28], [0.17, -0.08, -0.13], [-0.06, 0.18, 0.23], [-0.38, 0.00, -0.08], [0.06, -0.29, 0.21], [-0.02, 0.17, 0.23], [1.35, -0.36, 0.11], [-0.48, 0.13, -0.21], [-0.24, 0.50, -0.46], [-0.45, -1.12, 1.06], [-0.26, 0.18, 0.20], [0.24, 0.14, -0.23], [-0.02, 0.27, -0.44], [-0.19, 0.17, -0.03], [0.00, -0.01, -0.04]],
  "max_force_ha_per_bohr": 0.03348,
  "orbital_gap_ev": 5.79,
  "charge": 1,
  "e_tot_ev": -34102.0173
}

=====

[4]
{
  "formula": "C17H13N3OS",
  "method": "the ωB97M-V functional and the def2-TZVPD basis",
  "elements": ["O", "C", "C", "S", "C", "N", "C", "C", "C", "C", "C", "C", "C", "C", "N", "C", "C", "C", "C", "C", "C", "N", "H", "H", "H", "H", "H", "H", "H", "H", "H", "H", "H", "H", "H"],
  "xyz": [[1.0386, 1.8999, 3.2727], [-0.0576, 1.9771, 2.7369], [-0.6812, 3.3408, 2.4764], [-2.2105, 2.8490, 1.5989], [-1.2671, 1.4012, 1.1149], [-1.6643, 0.7609, -0.0481], [-1.0187, -0.3980, -0.4464], [0.3023, -0.5565, -0.8071], [1.4565, 0.2919, -1.0439], [1.6832, 1.0758, -2.1884], [2.5854, 2.1273, -2.2153], [3.3992, 2.4572, -1.0911], [3.1759, 1.7145, 0.0996], [2.3274, 0.6231, 0.1221], [0.5171, -1.8062, -1.1536], [-0.5801, -2.5832, -0.7397], [-0.7735, -3.9307, -0.6787], [-1.9631, -4.5268, -0.1739], [-3.0067, -3.6601, 0.0979], [-2.8821, -2.2588, -0.0053], [-1.5627, -1.7491, -0.3686], [-0.3741, 0.9722, 1.9385], [0.1337, 3.8746, 1.9314], [-1.0412, 3.9947, 3.2656], [-2.4928, 1.0282, -0.5310], [1.0232, 0.9698, -3.0572], [2.7124, 2.7387, -3.0956], [3.9834, 3.3405, -0.9580], [3.5697, 1.9774, 1.0459], [2.1278, 0.0386, 1.0496], [1.3982, -2.2451, -1.4268], [0.0268, -4.5992, -1.0267], [-2.1260, -5.5990, -0.2962], [-3.9906, -4.0289, 0.4330], [-3.7682, -1.5119, 0.1682]],
  "forces_ev_per_angstrom": [[-0.52, 0.77, 1.42], [4.50, 1.37, 1.56], [-0.92, 0.22, -0.05], [1.00, 0.36, -0.97], [-2.59, -1.15, -1.42], [1.18, 1.00, 2.17], [0.64, -1.48, 0.04], [-0.34, 1.68, -1.24], [2.62, 3.54, 2.18], [-1.19, -0.42, 0.16], [2.09, 0.66, 1.26], [-2.40, -1.51, 0.72], [-0.36, -0.59, -1.45], [-2.41, -1.19, -1.46], [-0.02, -4.69, 0.42], [1.36, -0.73, -1.02], [0.11, -3.15, 0.09], [1.53, 1.11, -1.79], [-1.73, 1.70, 0.69], [0.67, 0.82, -0.07], [-3.88, 2.25, 1.21], [-2.00, -1.32, -2.62], [-1.06, -0.23, -0.17], [0.56, -0.45, 0.59], [-0.33, 0.55, -0.10], [0.23, -0.16, 0.31], [-0.21, -0.08, -0.23], [0.42, 0.43, -0.67], [0.83, 0.42, 0.60], [0.27, 0.76, -0.71], [-0.43, 0.70, 0.35], [-0.30, 0.22, 0.18], [0.22, 0.33, 0.49], [0.59, -0.01, -0.31], [1.87, -1.73, -0.17]],
  "smiles": "O=C1CSC(Nc2c(-c3ccccc3)[nH]c3ccccc23)=N1",
  "max_force_ha_per_bohr": 0.09628,
  "orbital_gap_ev": 8.36,
  "charge": 0,
  "de_lowest_kj_mol": 236.3,
  "e_tot_ev": -35191.4728
}

=====

[5]
{
  "formula": "C17H13N5O",
  "method": "the ωB97M-V functional and the def2-TZVPD basis",
  "elements": ["H", "N", "C", "C", "C", "C", "C", "N", "C", "C", "C", "C", "C", "C", "N", "O", "N", "C", "C", "C", "C", "N", "C", "C", "H", "H", "H", "H", "H", "H", "H", "H", "H", "H", "H", "H"],
  "xyz": [[1.5373, 3.1117, 0.9431], [0.5597, 3.3837, 0.9083], [-0.2658, 2.4135, 0.7643], [-1.6620, 2.6894, 0.5868], [-2.5834, 1.7118, 0.4287], [-2.1285, 0.3237, 0.4277], [-0.7243, 0.0813, 0.5214], [-0.2452, -1.1676, 0.4596], [-1.1392, -2.1726, 0.3329], [-0.6175, -3.4649, 0.4073], [-1.4725, -4.5723, 0.3804], [-2.8586, -4.4108, 0.1960], [-3.3643, -3.0979, 0.1623], [-2.5340, -1.9652, 0.2435], [-2.9899, -0.6766, 0.2481], [-4.1995, -0.4490, 0.0922], [0.2229, 1.1026, 0.7459], [1.6615, 0.8140, 0.8778], [2.4731, 1.3294, -0.2833], [2.0433, 1.0657, -1.5905], [2.9432, 1.4021, -2.6050], [4.1199, 2.0041, -2.3945], [4.4956, 2.3440, -1.1795], [3.6986, 1.9947, -0.0752], [-1.9671, 3.7099, 0.6328], [-3.6445, 1.9851, 0.3377], [0.4725, -3.5889, 0.4810], [-1.0168, -5.5701, 0.4446], [-3.5289, -5.2519, 0.1269], [-4.4567, -3.0041, 0.1056], [2.0524, 1.3383, 1.7726], [1.8674, -0.2167, 1.0623], [1.1017, 0.5313, -1.8118], [2.7112, 1.1584, -3.6188], [5.4021, 2.9430, -1.0510], [4.0362, 2.1709, 0.9198]],
  "forces_ev_per_angstrom": [[-0.25, -0.02, 0.08], [-0.65, 0.68, -0.05], [3.04, 0.75, 0.20], [-1.43, -1.46, 0.02], [0.12, 0.44, 0.22], [0.91, 2.00, -0.13], [1.50, -2.30, 0.37], [-0.18, 1.96, -0.04], [0.13, 0.54, 0.41], [-0.52, -1.79, -0.11], [1.07, 0.29, -0.40], [0.35, 2.02, 0.34], [-1.00, -1.19, -0.08], [1.08, -2.07, 0.00], [0.04, 0.19, -0.02], [-1.32, 0.17, -0.08], [-2.18, -1.46, -0.49], [0.01, 1.78, 0.70], [0.37, -0.17, -0.60], [0.72, -0.01, -0.01], [-0.02, 0.07, 1.02], [-0.01, 0.20, -1.05], [-1.11, -0.24, 0.97], [-0.58, -0.57, -0.99], [0.09, 0.52, -0.04], [0.61, -0.52, -0.03], [-0.66, 0.14, 0.05], [-0.36, 0.43, -0.01], [-0.04, -0.03, 0.04], [0.61, 0.36, -0.08], [-0.49, -0.19, -0.15], [-0.44, -0.78, -0.19], [0.62, 0.46, 0.21], [-0.05, -0.07, -0.58], [-0.16, -0.41, -0.13], [0.17, 0.27, 0.64]],
  "smiles": "[H]/N=c1/ccc2c(nc3ccccc3[n+]2[O-])n1Cc1ccncc1",
  "max_force_ha_per_bohr": 0.06104,
  "orbital_gap_ev": 7.53,
  "charge": 0,
  "de_lowest_kj_mol": 0.0,
  "e_tot_ev": -27336.0156
}

=====

[6]
{
  "formula": "C17H13N5S",
  "method": "the ωB97M-V functional and the def2-TZVPD basis",
  "elements": ["C", "C", "C", "C", "C", "S", "C", "C", "C", "C", "N", "N", "C", "C", "C", "C", "C", "N", "C", "N", "N", "C", "C", "H", "H", "H", "H", "H", "H", "H", "H", "H", "H", "H", "H", "H"],
  "xyz": [[2.7844, -2.2824, 2.1901], [3.4826, -2.5067, 1.0160], [2.8411, -2.4009, -0.2051], [1.4944, -2.0637, -0.2680], [0.8386, -1.9000, -1.6043], [-0.8131, -2.6757, -1.7414], [-1.8740, -1.3465, -1.3528], [-3.2774, -1.5390, -1.5279], [-4.1245, -0.5091, -1.2631], [-3.5611, 0.7006, -0.8093], [-4.0795, 1.8631, -0.4705], [-3.0925, 2.6568, -0.1002], [-1.9380, 2.0204, -0.1929], [-0.6527, 2.5802, 0.1547], [0.5019, 1.8079, 0.2796], [1.6852, 2.4344, 0.6290], [1.6725, 3.8047, 0.8425], [0.5806, 4.5458, 0.7320], [-0.5473, 3.9550, 0.4000], [-2.1806, 0.7567, -0.6495], [-1.3403, -0.2365, -0.9241], [0.7990, -1.8501, 0.9157], [1.4400, -1.9571, 2.1366], [3.2847, -2.3651, 3.1431], [4.5301, -2.7669, 1.0495], [3.3916, -2.5754, -1.1186], [1.4347, -2.3671, -2.3883], [0.6832, -0.8460, -1.8408], [-3.6236, -2.4980, -1.8761], [-5.1926, -0.5773, -1.3838], [0.4730, 0.7418, 0.1190], [2.5956, 1.8647, 0.7378], [2.5726, 4.3384, 1.1177], [-1.4235, 4.5825, 0.3198], [-0.2518, -1.6038, 0.8857], [0.8866, -1.7858, 3.0479]],
  "forces_ev_per_angstrom": [[0.10, -0.01, 0.05], [0.10, -0.01, 0.07], [-0.10, 0.07, -0.04], [0.09, -0.01, 0.08], [-0.47, -0.12, -0.12], [0.28, -0.19, -0.15], [0.35, 0.67, 0.22], [-0.41, 0.26, 0.06], [0.28, -0.37, -0.08], [0.50, 0.26, 0.14], [-1.06, -0.71, -0.37], [0.81, 0.57, 0.32], [-0.24, -0.25, -0.11], [0.63, 0.14, 0.12], [-0.05, 0.14, 0.03], [-0.04, 0.13, 0.02], [0.27, -0.29, 0.01], [0.05, 0.51, 0.10], [-0.32, -0.35, -0.15], [-1.33, 0.45, 0.01], [0.59, -0.67, -0.18], [-0.02, -0.03, 0.04], [-0.04, 0.02, 0.03], [0.05, -0.01, 0.08], [0.09, -0.03, 0.01], [0.05, -0.03, -0.10], [-0.03, 0.07, 0.01], [0.11, -0.06, -0.10], [-0.13, -0.08, -0.05], [-0.12, -0.04, -0.02], [0.02, 0.01, 0.00], [0.08, -0.02, 0.02], [0.12, -0.04, 0.02], [-0.11, 0.01, -0.03], [-0.08, 0.01, -0.01], [-0.04, 0.01, 0.08]],
  "smiles": "c1ccc(CSc2ccc3nnc(-c4cccnc4)n3n2)cc1",
  "max_force_ha_per_bohr": 0.02726,
  "orbital_gap_ev": 8.28,
  "charge": 0,
  "de_lowest_kj_mol": 13.5,
  "e_tot_ev": -36124.7144
}